# 1
{"formula": "C5H15N6", "method": "ωB97M-V with the def2-TZVPD basis set", "total_charge": 1, "orbital_gap_ev": [9.12, 9.12], "spin_multiplicity": 1, "e_homo_ev": [-12.33, -12.33], "elements": ["H", "H", "H", "N", "H", "H", "C", "H", "H", "H", "N", "H", "N", "N", "C", "C", "H", "N", "C", "N", "H", "C", "H", "H", "H", "H"], "coordinates": [[1.0182, -2.3373, 2.7680], [0.0406, 1.9057, -1.4732], [0.8238, 2.5206, -4.0873], [-0.0254, -0.5195, -0.5946], [1.0879, -0.0381, 3.2147], [-0.6836, -0.0267, 3.8752], [0.0765, -0.5390, 3.2312], [0.0689, -2.3254, 4.1484], [0.2148, -0.8069, -2.7073], [0.2407, 1.8597, 2.0928], [-0.4045, 1.2366, 1.5459], [-0.9329, 1.1189, -2.7009], [-1.3084, -1.0743, 1.4627], [0.1753, -1.9723, 3.2418], [0.0746, 1.2058, -2.3620], [0.6069, -0.1890, -1.8975], [-0.7277, 1.7327, 0.6986], [-1.1501, -1.0605, -0.6962], [-0.5827, -0.0877, 1.9121], [-1.8821, -1.3920, 0.3239], [2.0607, 1.9177, -3.0216], [1.0485, 1.6861, -3.4892], [-1.1823, -1.9187, 2.1299], [1.6516, -0.3394, -1.8482], [1.3263, 0.8616, -4.2684], [-1.6356, -1.4187, -1.4987]], "lowdin_charge": [0.133, 0.100, 0.040, 0.031, 0.142, 0.158, -0.172, 0.083, 0.110, 0.147, 0.179, 0.086, 0.008, 0.021, -0.229, -0.188, 0.114, -0.055, -0.289, 0.036, 0.093, -0.105, 0.167, 0.102, 0.110, 0.178]}

=====

# 2
{"formula": "C5H13NO2", "method": "ωB97M-V with the def2-TZVPD basis set", "orbital_gap_ev": 9.63, "spin_multiplicity": 1, "smiles": "C=N/C=C/CC.O.O", "e_homo_ev": -9.08, "elements": ["H", "C", "H", "C", "N", "H", "H", "O", "H", "C", "H", "H", "H", "O", "C", "H", "C", "H", "H", "H", "H"], "coordinates": [[-0.5368, -2.1842, 1.0341], [-1.3219, 0.2231, 2.1519], [0.6719, 1.7125, -3.5927], [-0.2396, 0.4356, -2.1233], [-0.4304, 1.0130, 1.7186], [1.8005, -0.9174, 2.6160], [-1.5420, -0.1859, -0.6159], [-0.1515, -2.5023, 0.1953], [1.3852, -2.2775, 3.2190], [-0.0601, 1.0133, 0.3400], [-1.6171, 0.2910, 3.2026], [0.0408, 2.5525, -2.1479], [0.2897, -0.4639, -2.4496], [1.5159, -1.8110, 2.3886], [0.5836, 1.6771, -2.5182], [-1.1193, 0.4401, -2.7498], [-0.5817, 0.3294, -0.6645], [-1.8305, -0.5394, 1.5487], [0.7181, -2.0991, 0.3457], [1.6118, 1.6529, -2.1449], [0.8133, 1.6402, 0.2461]], "lowdin_charge": [0.008, -0.072, 0.060, -0.248, -0.018, 0.048, 0.106, -0.082, 0.051, -0.176, 0.068, 0.077, 0.111, -0.049, -0.115, 0.100, -0.123, 0.068, 0.018, 0.071, 0.097]}

=====

# 3
{"formula": "C30H21CuN8", "method": "ωB97M-V with the def2-TZVPD basis set", "orbital_gap_ev": 6.68, "spin_multiplicity": 1, "e_homo_ev": -6.84, "elements": ["H", "C", "H", "H", "H", "N", "H", "C", "C", "C", "C", "H", "H", "C", "C", "C", "C", "N", "C", "Cu", "H", "C", "C", "H", "H", "C", "C", "C", "C", "C", "C", "C", "N", "H", "C", "C", "H", "H", "C", "N", "C", "C", "C", "H", "H", "H", "N", "H", "C", "N", "C", "H", "H", "N", "N", "H", "C", "C", "C", "H"], "coordinates": [[-0.5258, -3.1153, -1.7031], [1.6394, -4.2505, 0.8862], [4.9478, -2.4730, 2.0373], [-2.6870, -4.2222, -2.2191], [2.4281, -4.9811, 0.8177], [0.3844, 2.4092, -1.9488], [1.8734, 2.4025, -3.3456], [-3.7492, -1.1198, -1.4202], [4.1499, -3.0341, 0.1324], [-0.3839, 5.2859, 0.3429], [2.6828, 1.3162, 0.1648], [3.5958, -3.7828, -1.7946], [4.7962, 2.0347, 0.1173], [1.4012, 2.9321, -2.5249], [-1.4596, -2.5700, -1.6447], [1.3613, 4.9574, -1.2733], [1.1946, 7.0392, -0.1086], [8.4846, -6.1614, -0.3341], [-0.2850, -3.1915, 1.2403], [0.1732, -0.4719, -0.1436], [2.0999, 2.2236, 0.2269], [-3.8375, -2.4478, -1.7939], [6.2156, -3.8807, 1.0372], [2.7827, 4.4338, -2.7045], [-4.6320, -0.5069, -1.3021], [7.5564, -5.4927, -0.2319], [1.7569, -2.8592, 0.5936], [-2.6679, -3.1860, -1.9159], [6.3942, -4.6538, -0.1072], [0.2542, 4.4657, -0.5875], [5.0978, -3.0745, 1.1510], [-2.4930, -0.5758, -1.1814], [-1.3605, -1.2880, -1.2917], [5.5990, -5.2227, -2.0167], [5.4524, -4.6197, -1.1315], [2.9328, -2.1802, 0.2615], [-1.2367, 4.8887, 0.8742], [-3.0697, 1.5727, -1.0626], [0.3453, -4.4600, 1.2959], [-1.1949, 1.1705, -0.2932], [4.3700, -0.1285, 0.0389], [-0.1582, 3.0751, -0.8512], [1.8378, 6.2452, -1.0344], [5.3401, -0.5945, -0.0125], [-0.4185, 7.1929, 1.3047], [-1.3108, -2.9616, 1.4945], [2.0940, 0.1347, 0.1449], [-0.1025, -5.3852, 1.6191], [4.0948, 1.2163, 0.1046], [-1.0049, 2.5193, -0.0628], [3.1169, -0.8048, 0.0980], [6.9504, -3.9177, 1.8295], [1.5597, 8.0396, 0.0790], [0.5338, -2.2415, 0.8274], [1.9664, 4.1211, -2.2069], [-4.8001, -2.9027, -1.9846], [0.0787, 6.5629, 0.5811], [-2.3060, 0.8371, -0.8227], [4.3347, -3.8131, -1.0050], [2.7016, 6.6118, -1.5748]], "lowdin_charge": [0.119, -0.033, 0.131, 0.107, 0.105, 0.145, 0.135, -0.020, -0.195, -0.014, -0.162, 0.127, 0.085, -0.167, -0.115, -0.191, -0.076, 0.151, -0.175, 0.343, 0.092, -0.060, -0.015, 0.150, 0.113, -0.186, -0.256, -0.048, -0.234, -0.095, -0.012, -0.246, 0.066, 0.119, -0.017, -0.046, 0.113, 0.131, -0.082, -0.022, -0.035, -0.317, -0.020, 0.103, 0.104, 0.108, 0.024, 0.087, -0.081, 0.095, -0.253, 0.120, 0.106, 0.011, 0.112, 0.108, -0.074, -0.070, -0.008, 0.112]}

=====

# 4
{"formula": "C4HF3", "method": "ωB97M-V with the def2-TZVPD basis set", "orbital_gap_ev": [6.93, 6.92], "spin_multiplicity": 1, "e_homo_ev": [-8.79, -8.79], "elements": ["C", "F", "C", "F", "H", "C", "F", "C"], "coordinates": [[1.6513, -0.8368, 0.1092], [-1.1271, 1.1984, 1.2375], [-0.9836, 0.8023, 0.0274], [-2.1088, 0.4089, -0.5386], [-0.3820, -1.8174, 0.0392], [0.4376, -1.1264, 0.1736], [-0.3537, 1.6950, -0.7844], [2.8663, -0.3240, -0.2638]], "lowdin_charge": [-0.293, 0.186, -0.480, 0.140, 0.064, 0.101, 0.107, 0.175]}

=====

# 5
{"formula": "C6H12N6", "method": "ωB97M-V with the def2-TZVPD basis set", "orbital_gap_ev": 9.64, "spin_multiplicity": 1, "smiles": "[H]/N=C\\N/C=N/C.C1=NCC=NN1", "e_homo_ev": -8.76, "elements": ["H", "H", "N", "H", "H", "N", "N", "C", "H", "H", "C", "H", "H", "C", "H", "C", "C", "H", "H", "H", "N", "N", "C", "N"], "coordinates": [[-2.8270, -1.1420, 0.2970], [0.4748, -2.7297, -2.5910], [-1.6361, 0.2878, 1.2393], [-0.4847, -1.2814, -2.1264], [1.6356, -2.0265, 1.7442], [1.6765, -1.0891, 1.2897], [0.7827, -2.0207, -0.6098], [2.2435, 0.0171, 1.9252], [-1.6086, 3.3765, -0.1781], [2.1674, -0.4500, -0.6409], [1.5340, -1.1152, -0.0865], [-1.0916, 2.2033, 1.8058], [1.2335, -1.1210, -2.6234], [-1.0520, 1.5440, 0.9192], [2.9034, 0.9506, 0.3603], [-1.7203, 2.2883, -0.1440], [-2.2722, -0.2001, 0.2612], [2.1217, -0.0425, 3.0122], [-2.8797, -0.1436, -1.6401], [-0.0292, 1.3466, 0.6326], [2.8430, 0.9998, 1.3822], [-2.2922, 0.3716, -1.0064], [0.5147, -1.7570, -2.0494], [-2.2373, 1.7332, -1.1730]], "lowdin_charge": [0.124, 0.070, 0.053, 0.050, 0.160, 0.022, 0.004, -0.307, 0.113, 0.108, -0.255, 0.117, 0.077, -0.248, 0.026, -0.157, -0.221, 0.114, 0.118, 0.094, 0.076, -0.039, -0.150, 0.051]}

=====

# 6
{"formula": "C39H41BrClN5O5PSSr", "method": "ωB97M-V with the def2-TZVPD basis set", "total_charge": 1, "orbital_gap_ev": 7.94, "spin_multiplicity": 1, "e_homo_ev": -9.70, "elements": ["H", "H", "C", "H", "Cl", "C", "C", "C", "H", "N", "C", "O", "C", "O", "C", "C", "C", "C", "H", "C", "H", "H", "N", "H", "C", "H", "C", "C", "H", "C", "O", "H", "H", "C", "H", "C", "H", "H", "C", "N", "C", "H", "H", "C", "C", "H", "C", "C", "C", "H", "H", "H", "N", "H", "C", "Sr", "H", "C", "C", "O", "H", "H", "H", "H", "C", "H", "H", "C", "C", "H", "C", "C", "H", "H", "S", "C", "P", "C", "C", "H", "H", "C", "H", "H", "N", "H", "H", "C", "H", "O", "C", "C", "H", "H", "Br"], "coordinates": [[-0.3868, 1.8402, 4.4267], [-2.0774, 6.7553, 2.9778], [0.4500, -1.1068, -4.8876], [1.0101, 2.3648, 6.3896], [-2.6780, 2.3087, -0.3517], [-1.2313, 4.8894, 2.3623], [2.5676, -4.6141, -1.5065], [-3.4279, 0.0853, -3.4907], [-3.9150, -2.2601, 1.7010], [0.3149, -1.3962, 2.0437], [4.3366, -4.0687, 0.0337], [-2.5973, -0.6954, 1.3609], [4.7349, -5.3905, 0.0396], [3.7540, -1.1893, -0.1800], [1.8659, 1.6119, -0.0670], [3.2536, -3.6810, -0.7396], [-3.2968, 5.7713, 1.5115], [-0.3804, -3.1391, -3.9799], [-1.2571, -2.9140, -2.0336], [-4.2820, -0.3082, -2.3112], [-4.0801, 0.3911, -4.3152], [-4.8473, -2.2722, -0.5742], [-0.5813, -1.1035, -2.7504], [-4.1675, 0.6198, 1.7781], [0.2492, -2.4695, -5.0176], [-0.1265, 4.2898, -0.6852], [0.0267, -0.4584, -3.7412], [0.9330, 2.8028, 3.0274], [-4.2845, 4.5569, 0.0334], [1.3659, 3.5164, -2.0152], [-2.5095, 1.1131, -3.1677], [-0.3725, 4.9820, 3.0143], [1.1722, 4.2644, -2.7734], [2.6020, 1.6024, -1.2457], [4.8550, -3.3281, 0.6263], [-3.3481, -1.8028, 0.8847], [-0.6129, -0.8572, 3.7954], [-4.9807, -0.6390, 0.0996], [0.6320, 3.5317, -0.8358], [1.3629, -1.9203, 0.1265], [-3.3108, 0.1443, 2.2602], [-3.1136, 2.4842, -4.6015], [5.3547, -7.8711, -0.3563], [4.0519, -6.3446, -0.7207], [2.5200, 3.3691, 5.2400], [2.4264, -6.6675, -2.0936], [-0.7741, -2.4172, -2.8686], [-3.4360, 4.6601, 0.6960], [1.3246, 2.6818, 5.4040], [1.2358, -1.7809, 5.2424], [3.1556, -2.8776, 4.0466], [-3.6528, -0.4351, 3.1221], [4.4185, -7.6767, -0.6697], [-0.5551, -4.2048, -4.0306], [2.3337, -2.4333, 3.4944], [-0.4896, -0.2675, -0.1835], [1.7363, -4.2941, -2.1223], [0.2670, -1.3291, 3.3691], [1.2725, -1.8367, 4.1654], [-3.4756, -0.8954, -1.2948], [-2.6216, -2.5389, 0.5277], [5.5825, -5.6951, 0.6416], [-3.9120, 2.6525, -3.0174], [-2.6185, 0.9167, 2.5869], [0.5396, 2.3903, 4.3001], [-5.0389, -1.0279, -2.6478], [2.9081, 2.5459, -3.1469], [-4.2694, -1.4024, -0.2391], [2.3433, 2.5546, -2.2239], [0.1805, 0.6068, -3.6227], [-2.9704, 2.4053, -3.5197], [-2.1926, 5.8868, 2.3439], [-2.8583, -0.7841, -3.8160], [4.1276, -8.2530, -1.4414], [2.7174, -2.0121, -0.7551], [-1.3491, 3.7557, 1.5562], [-0.1578, 2.3781, 1.6436], [-2.4687, 3.6703, 0.7323], [2.9593, -5.9376, -1.4961], [0.5825, -2.9914, -5.9040], [2.4495, 3.8123, 1.8847], [2.9236, 3.7707, 3.9746], [3.1395, 3.5875, 6.0997], [3.8572, 4.3019, 3.8455], [2.4184, -2.5092, 2.1763], [3.3581, 0.8421, -1.3839], [-4.0511, 6.5462, 1.4921], [2.1313, 3.4937, 2.8695], [-4.8016, 0.5656, -1.8974], [2.2858, -1.6919, -2.0998], [0.8729, 2.5768, 0.1506], [1.4090, -1.9676, 1.4805], [-2.2092, 3.1158, -3.2050], [2.0948, 0.8629, 0.6908], [1.3036, -0.1183, -6.2423]], "lowdin_charge": [0.098, 0.113, -0.663, 0.108, 0.786, -0.059, -0.060, -0.191, 0.140, 0.004, -0.059, -0.344, -0.022, -0.305, -0.168, -0.304, -0.061, -0.044, 0.112, -0.182, 0.136, 0.142, -0.039, 0.084, -0.081, 0.106, -0.202, -0.393, 0.109, -0.061, -0.249, 0.108, 0.112, -0.053, 0.112, -0.181, 0.107, 0.130, -0.084, -0.243, -0.092, 0.097, 0.094, -0.317, -0.068, 0.110, -0.159, -0.096, -0.071, 0.101, 0.117, 0.103, 0.104, 0.115, -0.103, 1.363, 0.099, -0.140, -0.051, -0.180, 0.132, 0.113, 0.078, 0.061, -0.108, 0.139, 0.116, -0.192, -0.055, 0.107, -0.129, -0.058, 0.116, 0.092, 0.587, -0.384, 1.040, -0.612, -0.027, 0.114, 0.110, -0.063, 0.110, 0.111, 0.153, 0.098, 0.114, -0.075, 0.125, -0.322, -0.438, -0.509, 0.078, 0.103, 0.788]}

=====

Electronic energy for every record listed, in sequence, given in Ha: -527.674817, -403.479400, -3234.336040, -452.324072, -564.270730, -5965.112283.
Energy relative to the best compared isomer or geometry (same formula, charge and spin) for every record listed, in sequence, given in eV: 3.056, 2.645, 0.516, 3.065, 2.942, 1.028.